A cluster of 19 separate species, C75H202N24O26 in total in a non-equilibrium geometry, computed with the ωB97M-V functional and the def2-TZVPD basis.

```
327
Properties=species:S:1:pos:R:3
C -1.4917 1.7386 6.1972
O -0.6064 2.2201 6.9319
N -2.3874 0.7147 6.5836
N -1.7712 2.1314 4.9317
H -2.0053 0.2569 7.4292
H -2.7075 0.1057 5.8358
H -1.5198 3.1168 4.8035
H -2.6898 1.9474 4.5980
C -0.3549 5.3778 5.8321
O -0.5365 6.4012 5.1463
N -1.2603 5.1327 6.9173
N 0.4988 4.3455 5.6018
H -0.9901 4.4307 7.6252
H -1.7906 5.9736 7.1360
H 1.3829 4.4925 5.0973
H 0.3490 3.4307 6.1210
C 1.9316 -2.6551 -2.3207
O 2.5009 -3.7138 -2.3311
N 0.7313 -2.4835 -1.6140
N 2.5071 -1.5755 -2.9524
H 0.3889 -3.3632 -1.3028
H 0.3719 -1.5699 -1.3050
H 2.1216 -0.6421 -2.8436
H 3.2851 -1.8354 -3.6406
C 1.8429 2.4360 -2.1891
O 2.3601 1.3385 -2.5452
N 1.5718 3.4613 -3.0949
N 1.7441 2.7759 -0.8890
H 1.1026 4.2490 -2.7732
H 1.3694 3.0846 -4.0392
H 1.8780 3.7798 -0.7447
H 1.9377 2.0866 -0.1757
C -6.2444 3.4242 -5.9508
O -7.0117 2.7045 -5.3520
N -6.4408 3.6327 -7.3326
N -5.1139 3.9100 -5.4218
H -5.6248 3.8610 -7.8716
H -7.1032 2.9348 -7.8231
H -4.5854 4.5755 -5.8826
H -4.8476 3.7500 -4.4239
C -4.2466 0.0821 -4.9961
C -4.9764 -0.5434 -6.2418
C -4.7479 0.3011 -7.5068
O -3.3186 0.3419 -7.5819
C -2.7765 0.4114 -8.9284
N -4.3973 -1.9029 -6.3672
H -3.1920 0.1136 -5.1824
H -4.6229 -0.4657 -4.1490
H -4.5583 1.1013 -4.8415
H -6.0733 -0.5141 -6.0903
H -5.2158 1.3000 -7.2987
H -5.1627 -0.1363 -8.3870
H -3.2760 -0.2881 -9.5473
H -1.6840 0.2122 -8.9050
H -3.0343 1.4116 -9.2388
H -4.8574 -2.2396 -7.2098
H -3.4001 -1.7293 -6.5565
C 7.8162 2.7439 2.9746
C 8.3425 2.2861 1.6530
C 7.2830 2.6905 0.5499
O 5.9642 2.2440 0.9802
C 5.0406 2.3456 -0.1168
N 9.6791 2.8920 1.4326
H 8.5433 2.6142 3.7940
H 6.9630 2.1267 3.2954
H 7.4310 3.8045 2.9187
H 8.3615 1.1755 1.6589
H 7.4887 2.3734 -0.4465
H 7.2557 3.7833 0.5985
H 5.2904 1.7343 -0.9688
H 4.8224 3.3298 -0.4790
H 4.2093 1.8688 0.4416
H 10.2841 2.2188 0.9752
H 10.1754 3.3883 2.1536
C 3.7757 3.4395 7.5122
C 3.7915 2.4090 6.3200
C 4.5708 2.9330 5.1171
O 4.0027 4.1917 4.6681
C 4.7619 4.6846 3.5990
N 4.3638 1.0967 6.7482
H 4.7009 3.2937 8.0888
H 2.9904 3.0943 8.1934
H 3.6682 4.3599 7.0056
H 2.7673 2.1447 5.9625
H 4.4686 2.1724 4.3212
H 5.5734 3.0577 5.4904
H 4.2403 5.5719 3.2122
H 4.9068 3.8709 2.8632
H 5.7743 5.0086 3.8004
H 4.2498 0.4253 6.0140
H 5.3289 1.1633 7.0391
C 6.6730 -2.3503 1.1503
C 6.2527 -3.7944 1.2805
C 4.8385 -4.0510 0.7024
O 3.9176 -3.7103 1.7630
C 2.5842 -3.9901 1.3431
N 7.2565 -4.4689 0.5130
H 5.9994 -1.5498 1.5194
H 6.9121 -2.0767 0.1779
H 7.6272 -2.1363 1.6359
H 6.1234 -4.1728 2.2647
H 4.7742 -5.0990 0.4127
H 4.6816 -3.4825 -0.2511
H 2.2909 -3.4485 0.4023
H 1.9183 -3.6418 2.0581
H 2.4562 -5.1165 1.1992
H 7.1693 -5.4834 0.6149
H 7.1580 -4.1928 -0.4786
C -2.0036 3.9334 -2.6422
C -1.7787 5.3885 -2.6506
C -3.0490 6.1522 -2.3258
O -4.1624 5.5797 -2.9922
C -5.3480 6.0306 -2.3492
N -0.6238 5.7352 -1.8004
H -2.2914 3.5327 -1.7000
H -1.1998 3.3891 -3.1438
H -2.8706 3.7405 -3.3448
H -1.4842 5.7137 -3.6450
H -2.8385 7.1722 -2.7188
H -3.0446 6.1278 -1.2369
H -6.2863 5.7990 -2.8493
H -5.3176 7.0946 -2.3102
H -5.3670 5.6064 -1.3172
H -0.4806 6.7443 -1.9202
H -0.9149 5.6411 -0.8467
C -0.4075 4.9433 -7.0691
C -0.8177 3.4676 -7.2390
C -0.1511 2.6273 -6.1598
O 1.2190 3.0204 -6.1302
C 2.1973 1.9600 -6.2546
N -2.2507 3.2879 -7.0855
H -0.5462 5.3103 -5.9923
H -1.0690 5.6245 -7.5653
H 0.5804 5.0801 -7.4095
H -0.3923 3.1591 -8.1985
H -0.3908 1.6209 -6.4497
H -0.5872 2.7502 -5.1824
H 3.1746 2.3257 -6.3406
H 1.9806 1.4096 -7.1895
H 2.2791 1.2306 -5.3853
H -2.6787 3.8779 -7.8903
H -2.5747 2.3384 -7.1674
C -6.5240 1.9773 -1.8609
C -7.2594 1.0714 -2.8086
C -7.4483 -0.3459 -2.2931
O -6.1487 -0.8286 -2.2765
C -6.0939 -2.2235 -1.8689
N -8.5691 1.6968 -3.1615
H -6.2371 2.9401 -2.2410
H -5.5167 1.5610 -1.7094
H -7.0095 2.2591 -0.8446
H -6.6429 1.0669 -3.7333
H -8.0977 -0.7919 -3.0289
H -7.9027 -0.3830 -1.2471
H -5.0619 -2.5794 -1.7979
H -6.7745 -2.8670 -2.4783
H -6.5801 -2.2228 -0.8706
H -8.8572 1.1604 -3.9681
H -8.2246 2.5751 -3.6067
C -7.0797 -3.3120 5.0761
O -6.2810 -2.1499 4.9400
C -5.8035 -1.7503 3.6694
C -4.8199 -0.6678 3.9541
N -3.6734 -1.2309 4.5717
C -2.7152 -1.8119 3.7257
C -1.5264 -2.3825 4.5117
O -2.0465 -3.4217 5.3614
C -1.2735 -3.7046 6.5251
H -7.2436 -3.4693 6.1661
H -6.6628 -4.1902 4.6606
H -8.0348 -3.1268 4.5461
H -6.6123 -1.4892 2.9814
H -5.2921 -2.6728 3.2618
H -5.3310 0.1687 4.5056
H -4.5173 -0.2159 3.0114
H -3.9547 -1.9317 5.2856
H -2.2073 -1.1397 3.0459
H -2.9864 -2.6253 3.0531
H -1.0465 -1.6517 5.1483
H -0.8169 -2.8848 3.8103
H -1.0582 -2.8380 7.1426
H -0.2392 -4.1926 6.3305
H -1.8308 -4.4182 7.0875
C 0.6495 -6.2645 -1.9862
O -0.3008 -5.2507 -2.1718
C -0.8408 -5.1022 -3.4526
C -1.8222 -3.9587 -3.4566
N -3.1704 -4.2659 -2.9091
C -3.9567 -5.0364 -3.9144
C -4.9583 -6.0280 -3.2207
O -4.2061 -6.9117 -2.4210
C -4.8168 -7.9343 -1.7284
H 1.4501 -6.2221 -2.6920
H 0.2830 -7.3131 -2.0111
H 1.1888 -6.1028 -1.0478
H -1.3116 -6.0283 -3.8439
H -0.0738 -4.8983 -4.2038
H -2.0186 -3.7058 -4.4885
H -1.3226 -3.0615 -2.9856
H -3.0454 -4.8796 -2.0980
H -3.3301 -5.6641 -4.5294
H -4.5329 -4.3055 -4.4743
H -5.5014 -6.6901 -3.9798
H -5.7262 -5.5045 -2.6468
H -4.0821 -8.4545 -1.2035
H -5.2813 -8.5842 -2.4943
H -5.5841 -7.5485 -0.9656
C -2.1509 -3.9261 0.5045
O -1.4220 -4.1323 1.6908
C -1.3130 -5.4651 2.0266
C -2.2906 -5.8809 3.1688
N -3.7177 -5.6599 2.9189
C -4.4425 -6.4683 1.9217
C -5.8186 -5.7778 1.6519
O -6.7664 -5.8238 2.7046
C -7.4764 -7.0142 2.9262
H -1.6737 -4.5076 -0.2361
H -1.9635 -2.9052 0.2639
H -3.2170 -4.1698 0.6854
H -0.3270 -5.6729 2.5591
H -1.3081 -6.1009 1.1179
H -1.9633 -5.0941 3.8804
H -2.0855 -6.9311 3.5711
H -4.3167 -5.4267 3.6908
H -4.6298 -7.5148 2.3693
H -3.8891 -6.5719 0.9879
H -6.2740 -6.2283 0.8015
H -5.6154 -4.6799 1.4805
H -8.4108 -7.1271 2.2974
H -7.8335 -7.0287 3.9808
H -6.7923 -7.8798 2.9790
C 7.7720 -0.6044 6.3766
O 6.4939 -0.9136 5.9847
C 6.3684 -1.6487 4.7413
C 4.9264 -1.6769 4.3550
N 4.1232 -2.4077 5.3658
C 2.6863 -2.3404 5.1995
C 2.0158 -1.4549 6.2848
O 2.1539 -2.1531 7.5096
C 1.5288 -1.4793 8.5187
H 7.7022 -0.1549 7.3627
H 8.2875 -0.0133 5.6472
H 8.4601 -1.4253 6.4713
H 6.7469 -2.6857 4.8333
H 6.9815 -1.1141 4.0187
H 4.8499 -2.3392 3.4463
H 4.5566 -0.5859 4.1320
H 4.2918 -1.8967 6.2333
H 2.2162 -3.3580 5.2805
H 2.4549 -1.9921 4.2108
H 0.9641 -1.3590 6.0320
H 2.5177 -0.5154 6.3369
H 0.5258 -1.1697 8.1948
H 1.9600 -0.4202 8.7066
H 1.4523 -2.0977 9.3877
C -1.2418 -0.1032 -2.9559
O -1.0141 -0.2810 -1.5456
C -1.9970 0.4068 -0.8118
C -1.7628 0.0364 0.6313
N -0.6014 0.7641 0.9904
C 0.1351 0.3321 2.2314
C 1.4177 1.0737 2.5052
O 2.2746 0.8552 1.3496
C 2.8498 -0.4974 1.1695
H -2.1492 -0.6566 -3.3062
H -0.3493 -0.4498 -3.5201
H -1.3653 0.9684 -3.1782
H -3.0066 0.0806 -1.1735
H -1.9746 1.4886 -0.9192
H -1.7067 -1.0918 0.6829
H -2.6621 0.2709 1.2565
H 0.0847 0.8936 0.2802
H 0.4308 -0.7914 2.3297
H -0.5287 0.5031 3.0542
H 1.9622 0.8685 3.4836
H 1.2498 2.2122 2.6075
H 3.3591 -0.3585 0.1809
H 2.0858 -1.2811 1.0210
H 3.4521 -0.7279 2.0692
C 5.3092 -2.2701 -7.9806
O 5.7282 -1.4917 -6.8862
C 4.6745 -0.7394 -6.3616
C 5.2765 0.1129 -5.2273
N 5.7374 -0.7074 -4.1605
C 6.5968 -0.0090 -3.1377
C 6.7377 -0.7483 -1.8563
O 7.3963 -1.9842 -2.1535
C 8.8235 -1.7175 -2.1449
H 4.8388 -1.5497 -8.7069
H 4.5665 -3.0214 -7.6003
H 6.1602 -2.8605 -8.4775
H 3.8785 -1.3976 -6.0096
H 4.2475 -0.0981 -7.1505
H 4.4486 0.8170 -4.8969
H 5.9942 0.8097 -5.6745
H 6.1894 -1.5354 -4.5349
H 6.0107 0.9570 -3.0614
H 7.5095 0.2868 -3.6585
H 5.7052 -1.0251 -1.5853
H 7.2683 -0.2402 -1.0680
H 9.0709 -0.8387 -2.7723
H 9.2662 -2.6730 -2.5751
H 9.1689 -1.5505 -1.1287
C 2.6373 6.4138 -1.0397
O 2.3738 5.5755 0.0993
C 1.7858 6.2868 1.1538
C 0.9467 5.4642 2.0304
N -0.2366 5.0471 1.3683
C -1.1736 4.2917 2.2731
C -2.5738 4.3358 1.6962
O -3.4771 3.7181 2.6115
C -4.7350 3.5084 1.9608
H 1.7135 6.4809 -1.6029
H 3.4074 5.9573 -1.5511
H 2.8840 7.3824 -0.6418
H 1.3187 7.1413 0.6770
H 2.6241 6.8174 1.6694
H 0.6769 5.9319 2.9563
H 1.7053 4.6101 2.3308
H -0.0083 4.4094 0.6369
H -1.1344 4.7456 3.2758
H -0.9232 3.2457 2.4508
H -2.5522 3.8321 0.7597
H -2.8815 5.3585 1.3568
H -5.2372 4.4329 1.7520
H -5.3546 3.0510 2.7544
H -4.6333 2.8479 1.0583
```

HOMO energy, eV: -8.320
2S+1: 1
Total charge: 0
Strongest force on any atom, eV/A: 3.85
Lowest unoccupied orbital energy, Ha: 0.008